Entry 1:
119
Properties=species:S:1:pos:R:3:forces:R:3:lowdin_charge:R:1 method="wB97M-V/def2-TZVPD" e_above_lowest_ev=1.089 charge=-2 total_energy_ev=-156879.2904 e_homo_ev=-2.727 multiplicity=1 homo_lumo_gap_ha=0.244
Lu -0.302579 -0.103563 0.158760 -0.6 -0.4 1.7 1.641
S -4.148188 1.828138 3.243439 0.3 0.0 -0.2 1.087
C -3.323931 3.291700 2.841141 0.1 -0.3 -0.1 -0.475
C -3.652362 4.588439 3.199360 -0.1 0.1 0.0 -0.116
C -2.837920 5.615213 2.761588 0.0 0.0 0.1 -0.110
C -1.711489 5.339299 1.991895 0.1 0.0 0.0 -0.123
C -1.375937 4.044267 1.654360 0.1 -0.2 -0.1 -0.123
C -2.188252 2.989650 2.062154 -0.4 0.6 0.4 -0.300
N -1.997903 1.651096 1.805195 0.3 -0.8 -0.3 0.084
C -2.911151 0.913311 2.351025 -0.3 0.8 0.3 -0.501
C -3.014689 -0.528134 2.296389 0.4 -0.7 -0.3 -0.286
C -4.049778 -1.150363 3.005859 0.1 0.3 -0.1 -0.093
C -4.237046 -2.512000 2.930815 -0.1 -0.1 0.1 -0.119
C -3.363676 -3.253692 2.147606 -0.1 0.0 0.0 -0.111
C -2.328244 -2.625893 1.476740 0.3 0.1 -0.2 -0.175
C -2.082714 -1.237583 1.496045 0.0 -0.1 0.1 -0.159
H -4.533994 4.785476 3.792929 -0.1 0.0 0.1 0.094
H -3.079184 6.638101 3.015646 0.0 0.1 0.0 0.089
H -1.104167 6.150302 1.617794 0.1 0.0 0.0 0.093
H -0.497833 3.835614 1.065958 0.1 0.0 -0.1 0.019
H -4.715685 -0.554440 3.619525 -0.1 0.0 0.0 0.059
H -5.056199 -2.986907 3.459156 0.0 0.0 0.0 0.086
H -3.503379 -4.327351 2.057520 0.0 0.0 0.0 0.088
H -1.671755 -3.262809 0.892554 0.0 0.0 0.0 0.055
C 1.577743 3.024980 2.961400 0.0 -0.1 0.0 -0.052
C 2.358815 2.424592 1.830339 0.1 0.1 0.1 -0.356
C 3.743801 2.401923 1.862897 0.1 0.0 -0.1 -0.054
C 4.417430 1.816945 0.796907 -0.1 0.1 0.1 -0.089
C 3.711372 1.312433 -0.265213 -0.4 -0.1 -0.3 -0.060
C 2.303346 1.437159 -0.275613 1.5 0.9 1.3 -0.528
N 1.666469 1.967398 0.790204 0.4 -0.6 -0.4 0.018
N 1.529516 1.143612 -1.341508 -0.6 -1.4 0.2 -0.495
Si 2.119573 0.960828 -2.994351 0.7 0.7 -1.6 0.382
C 0.777744 1.025012 -4.343063 0.2 -0.1 0.4 -0.188
C 3.567161 -0.170348 -3.524342 -0.3 0.1 0.3 -0.176
C 3.005067 2.692359 -3.201173 -0.2 -0.4 0.2 -0.205
H 1.518697 4.108601 2.842905 0.0 0.0 0.0 0.082
H 2.066449 2.807148 3.910219 0.0 0.0 0.0 0.059
H 0.569680 2.619084 2.972263 0.0 0.0 0.0 0.056
H 4.279220 2.829304 2.699107 0.0 -0.1 0.1 0.102
H 5.500795 1.759862 0.799971 0.0 0.0 0.0 0.103
H 4.205545 0.844651 -1.102918 0.1 0.0 0.0 0.083
H -0.119438 0.512320 -4.009625 -0.1 -0.1 0.0 -0.002
H 1.134479 0.512220 -5.237231 0.2 -0.1 -0.1 0.026
H 0.517788 2.048167 -4.614611 0.1 0.1 0.1 0.021
H 3.190900 -0.957532 -4.171485 -0.1 -0.1 0.0 0.018
H 4.071584 -0.653279 -2.691003 0.0 -0.1 0.1 0.005
H 4.305890 0.409695 -4.077731 0.0 0.2 0.0 0.020
H 2.366826 3.526625 -2.906402 -0.1 0.0 0.0 -0.008
H 3.306529 2.858925 -4.236268 0.0 -0.1 -0.2 0.014
H 3.909793 2.753454 -2.592475 0.1 0.0 0.0 0.007
I -0.042261 2.542471 -1.394077 -0.5 2.4 -0.8 0.990
I -1.723886 4.922120 -1.807843 -0.6 0.5 -0.2 -0.233
S 2.507158 -0.219070 4.431023 0.9 -0.1 0.9 0.545
C 1.429242 -0.078309 3.243544 -1.2 0.1 -0.9 -0.947
N 0.638642 0.021769 2.389750 0.1 -0.2 0.1 -0.002
C -2.189970 -4.092421 -1.866117 0.1 0.2 -0.1 -0.027
C -1.900318 -3.433143 -3.210994 -0.6 -0.5 -0.2 -0.615
C -3.186198 -2.780553 -3.726725 0.3 0.0 0.1 -0.023
C -1.411108 -4.473428 -4.225528 0.1 0.3 0.2 -0.028
O -0.936207 -2.384980 -3.118005 0.4 0.1 0.3 -0.139
P 0.312211 -2.274868 -2.101763 0.4 -0.9 -1.8 0.348
O 1.232310 -1.225634 -2.601421 -0.1 -0.3 0.0 -0.296
O -0.105202 -2.193072 -0.662067 -0.2 0.3 0.4 -0.382
O 0.929325 -3.766399 -2.423009 -0.5 0.6 0.2 -0.168
C 2.047692 -4.377439 -1.798771 0.7 -0.5 0.3 -0.624
C 2.425807 -5.562363 -2.698869 -0.2 0.3 0.1 -0.035
C 3.220777 -3.406440 -1.707573 -0.3 0.0 -0.1 -0.031
C 1.657768 -4.873185 -0.404772 -0.1 0.2 -0.3 -0.016
H -2.970908 -4.845708 -1.975717 0.0 0.0 -0.1 0.089
H -2.521300 -3.338408 -1.155726 0.0 0.0 0.1 0.075
H -1.290619 -4.563519 -1.478713 0.0 -0.1 0.1 0.071
H -3.952474 -3.540185 -3.884791 0.0 0.0 0.0 0.084
H -2.989033 -2.265977 -4.666861 0.0 0.0 0.0 0.085
H -3.546849 -2.062390 -2.992295 -0.1 0.1 0.0 0.077
H -2.151263 -5.265668 -4.343988 -0.1 0.0 0.0 0.080
H -0.473978 -4.896258 -3.877283 0.1 -0.1 0.0 0.063
H -1.237235 -3.990574 -5.186647 0.0 0.0 -0.1 0.085
H 2.640558 -5.201509 -3.703862 0.0 0.0 -0.1 0.083
H 1.605063 -6.277632 -2.754934 -0.1 0.0 0.0 0.076
H 3.306522 -6.068729 -2.304857 0.1 0.0 0.0 0.078
H 3.454923 -3.034903 -2.703545 0.1 0.0 -0.1 0.079
H 4.095053 -3.894758 -1.274664 0.0 0.0 0.0 0.090
H 2.930908 -2.559620 -1.090204 0.1 0.1 0.1 0.056
H 0.860109 -5.614026 -0.478395 0.0 0.0 0.0 0.085
H 1.298356 -4.025271 0.170337 0.0 -0.1 0.1 0.051
H 2.515105 -5.318320 0.101771 0.0 0.0 0.0 0.086
C 0.634634 -3.156577 2.518186 -0.1 0.2 -0.1 -0.067
N 2.079020 -3.169731 2.505924 -0.1 0.0 0.3 -0.077
C 2.662691 -3.800285 3.669993 0.2 -0.1 0.1 -0.187
C 4.118723 -4.144433 3.418748 -0.1 0.1 0.0 -0.158
C 4.804758 -2.871724 2.958936 0.0 -0.2 0.1 -0.188
N 4.135647 -2.374794 1.777576 0.2 0.1 0.1 -0.076
C 4.931766 -1.505418 0.950725 -0.1 0.0 -0.1 -0.048
C 2.761047 -2.310578 1.691554 0.0 -0.2 -0.5 -0.503
O 2.209614 -1.638331 0.816657 0.2 -0.1 0.2 -0.022
H 0.264788 -4.185387 2.500675 0.0 0.0 0.0 0.095
H 0.275233 -2.625250 1.646266 0.0 -0.1 0.1 0.029
H 0.248528 -2.652658 3.408653 0.0 0.0 0.0 0.098
H 2.080761 -4.704132 3.880300 0.0 0.1 0.0 0.119
H 2.578492 -3.129840 4.536076 0.0 0.0 0.0 0.090
H 4.187544 -4.900230 2.632821 0.0 0.0 0.0 0.111
H 4.585261 -4.536812 4.324024 0.0 0.0 0.0 0.108
H 5.851103 -3.061202 2.697562 -0.1 0.0 0.0 0.116
H 4.774416 -2.121287 3.761201 0.1 0.0 0.0 0.098
H 5.752624 -2.077163 0.504998 0.0 0.0 0.0 0.088
H 5.342265 -0.673148 1.530798 0.0 0.0 0.0 0.086
H 4.303836 -1.102268 0.164050 0.1 0.0 0.0 0.059
O -5.351245 0.515139 -0.326382 0.0 0.0 0.1 0.037
C -4.419839 0.529659 -1.104194 -0.4 0.2 -0.4 -0.488
C -4.577241 0.850339 -2.609906 0.0 -0.1 0.2 -0.091
C -3.157494 0.775364 -3.137860 0.2 -0.1 0.1 -0.096
C -2.385588 0.302392 -1.912664 -1.0 0.3 -0.3 -0.573
O -1.158501 0.066348 -1.925762 0.0 -0.6 0.0 -0.355
N -3.115314 0.252666 -0.814914 0.6 -0.1 0.2 0.174
H -5.034313 1.832596 -2.720698 0.0 0.0 0.0 0.111
H -5.238415 0.106351 -3.058117 -0.1 0.0 0.0 0.106
H -2.757709 1.749727 -3.429160 0.1 0.0 0.0 0.104
H -3.020205 0.083527 -3.967240 0.1 0.0 0.0 0.099

***

Entry 2:
109
Properties=species:S:1:pos:R:3:forces:R:3:lowdin_charge:R:1 method="wB97M-V/def2-TZVPD" e_above_lowest_ev=0.684 charge=+1 total_energy_ev=-112058.8419 e_homo_ev=-9.326 multiplicity=1 homo_lumo_gap_ha=0.224
Ti 0.619342 -0.095595 -0.449872 -0.3 -0.4 0.1 0.859
C 4.307793 2.463012 0.758658 0.0 0.0 0.0 -0.115
C 3.232861 2.749620 1.808344 0.0 0.0 0.0 -0.508
C 2.731203 4.194867 1.689628 0.1 0.0 0.0 -0.099
P 1.856246 1.474205 1.923188 0.0 0.0 -0.1 1.118
C 1.196447 1.962908 3.613707 0.0 0.0 0.0 -0.510
C 0.325476 3.221722 3.658856 -0.1 0.0 0.1 -0.120
C 0.431211 0.826619 4.285205 0.0 0.0 0.0 -0.099
C 2.807028 -0.019056 2.392035 0.0 0.0 0.0 -0.312
C 3.790843 0.032662 3.381128 0.0 0.0 0.0 -0.091
C 4.397812 -1.106940 3.873521 0.0 0.0 0.0 -0.075
C 3.978201 -2.341215 3.394544 0.0 0.0 0.0 -0.063
C 3.010205 -2.424112 2.413494 0.0 0.0 0.0 -0.031
C 2.433273 -1.268783 1.863664 0.0 0.0 0.0 -0.296
N 1.465184 -1.320528 0.864344 -0.1 0.1 -0.1 -0.118
C 0.955192 -2.526582 0.343518 -0.1 0.0 -0.1 -0.332
C 1.771697 -3.552736 -0.155968 0.0 0.0 0.0 -0.026
C 1.212858 -4.681191 -0.711270 0.0 0.0 0.0 -0.052
C -0.172925 -4.812111 -0.819278 0.0 0.0 0.0 -0.058
C -0.991030 -3.792200 -0.384223 0.0 0.0 0.0 -0.065
C -0.448722 -2.639020 0.201386 0.0 -0.1 -0.1 -0.306
P -1.396480 -1.240097 0.892055 0.1 0.3 -0.1 1.105
C -1.654716 -1.786130 2.652340 -0.1 0.0 0.0 -0.501
C -2.779772 -2.817884 2.769673 0.0 0.0 0.0 -0.095
C -0.389786 -2.378733 3.267495 0.0 0.0 0.0 -0.100
C -3.088389 -0.963364 0.182860 0.0 0.0 0.1 -0.520
C -3.932422 -2.117404 -0.355368 0.0 -0.1 0.1 -0.100
C -3.844737 -0.093213 1.196771 0.0 0.0 0.0 -0.096
H 5.179221 3.085716 0.969104 0.0 0.0 0.0 0.092
H 3.956985 2.718875 -0.241515 0.0 0.0 0.0 0.059
H 4.624972 1.417421 0.792691 0.0 0.0 0.0 0.067
H 3.728673 2.666355 2.778339 0.0 0.0 0.0 0.086
H 1.911404 4.299371 0.980024 0.0 0.0 -0.1 0.056
H 3.545566 4.834600 1.344958 0.0 0.0 0.0 0.088
H 2.403169 4.587033 2.649309 0.1 0.0 -0.1 0.066
H 2.106165 2.153522 4.194147 0.0 0.0 0.0 0.103
H -0.700936 2.994831 3.368610 0.1 0.0 0.1 0.062
H 0.674295 4.031410 3.024606 -0.1 -0.1 0.1 0.037
H 0.297616 3.588649 4.686227 0.0 0.0 0.0 0.091
H -0.430247 0.538393 3.677354 0.0 0.0 0.0 0.058
H 0.048964 1.166740 5.249537 0.0 0.0 0.0 0.092
H 1.049771 -0.051674 4.458482 0.0 0.0 0.0 0.069
H 4.080470 0.988642 3.797585 0.0 0.0 0.0 0.100
H 5.161730 -1.037680 4.634818 0.0 0.0 0.0 0.107
H 4.403572 -3.252613 3.793531 0.0 0.0 0.0 0.111
H 2.682387 -3.400597 2.087574 0.0 0.0 0.0 0.103
H 2.847104 -3.443383 -0.104025 0.0 0.0 0.0 0.126
H 1.857241 -5.469542 -1.078288 0.0 0.0 0.0 0.118
H -0.602705 -5.709653 -1.243622 0.0 0.0 0.0 0.114
H -2.061177 -3.896120 -0.472559 0.0 0.0 0.0 0.096
H -1.938519 -0.879832 3.195695 0.0 -0.1 0.0 0.093
H -2.576500 -3.685739 2.138074 0.0 0.0 0.0 0.081
H -3.760098 -2.423309 2.515178 0.1 -0.1 0.0 0.054
H -2.823795 -3.171527 3.801087 0.0 0.0 0.0 0.091
H -0.142073 -3.328353 2.789535 0.0 0.0 0.0 0.090
H -0.573800 -2.580053 4.324102 0.0 0.0 0.0 0.098
H 0.472232 -1.725733 3.194368 0.0 0.0 0.0 0.037
H -2.866723 -0.315047 -0.660791 0.0 0.0 0.1 0.048
H -4.044803 -2.941326 0.346431 0.0 0.0 0.0 0.069
H -3.522494 -2.501978 -1.288876 0.0 0.0 0.1 0.056
H -4.932888 -1.742143 -0.581268 0.0 -0.1 0.1 0.083
H -4.180505 -0.653160 2.069172 0.0 0.1 -0.1 0.065
H -4.729106 0.322988 0.712362 0.0 0.0 0.0 0.090
H -3.235126 0.745929 1.540360 0.0 0.0 0.0 0.071
O 4.483589 0.249083 -1.871982 -0.1 0.1 0.1 0.191
C 3.200169 0.039431 -1.684477 0.1 0.2 0.2 -0.403
O 2.543164 0.669062 -0.841950 0.2 0.1 -0.1 -0.094
C 2.511512 -0.978411 -2.449069 0.1 0.0 0.0 -0.210
C 3.150771 -1.897813 -3.198862 0.0 0.0 -0.1 0.031
C 2.391701 -2.993019 -3.744408 0.0 0.0 0.0 -0.049
C 1.064933 -3.010816 -3.539362 0.0 0.0 0.0 -0.003
C 0.390483 -1.918677 -2.864501 -0.1 0.0 0.0 -0.203
N 1.155942 -0.954176 -2.162503 0.1 0.0 0.0 -0.010
C -0.935654 -1.733573 -2.892689 0.1 -0.1 -0.1 -0.438
O -1.860887 -2.557034 -3.458078 0.0 0.0 0.0 0.072
O -1.485250 -0.643570 -2.316570 0.1 0.0 0.1 -0.154
H 4.787735 0.925714 -1.239336 -0.1 -0.1 -0.1 0.125
H 4.217799 -1.816025 -3.343484 0.0 0.0 0.0 0.127
H 2.890415 -3.788754 -4.277128 0.0 0.0 0.0 0.113
H 0.477777 -3.847760 -3.898826 0.0 0.0 0.0 0.122
H -1.459733 -3.098017 -4.149479 0.0 0.1 0.0 0.121
C -1.958933 0.003163 -5.083278 0.0 0.0 0.0 -0.118
Si -2.574730 0.231359 -3.341315 -0.1 0.1 -0.1 0.553
C -4.272088 -0.486209 -3.084645 0.0 0.1 0.0 -0.129
C -2.573475 2.038955 -2.908733 0.0 -0.1 0.0 -0.232
C -3.573603 2.697238 -3.648243 0.0 0.0 0.0 -0.108
C -3.749489 4.065852 -3.599601 0.0 0.0 0.1 -0.071
C -2.917519 4.816694 -2.781004 0.0 0.0 0.0 -0.065
C -1.940672 4.180067 -2.038416 0.0 0.0 0.0 -0.120
C -1.731887 2.789732 -2.080184 0.0 0.1 0.0 -0.269
Si -0.326364 2.329123 -0.865577 0.0 -0.2 0.0 0.585
C 1.125215 3.336248 -1.536617 0.0 0.0 0.0 -0.213
C -1.024115 3.019020 0.759414 0.0 -0.1 0.0 -0.235
H -2.356062 0.802577 -5.709999 0.0 0.0 0.0 0.045
H -2.263351 -0.951417 -5.514335 0.0 0.0 0.0 0.042
H -0.869059 0.073816 -5.121757 0.0 0.0 0.0 0.052
H -4.981367 -0.077273 -3.805011 0.0 0.0 0.0 0.047
H -4.652546 -0.253468 -2.087920 0.0 0.0 -0.1 0.032
H -4.252018 -1.568066 -3.210185 0.0 0.0 0.0 0.039
H -4.231790 2.124702 -4.293233 0.0 0.0 0.0 0.095
H -4.525061 4.539321 -4.186323 0.0 0.0 0.0 0.109
H -3.032793 5.890720 -2.715604 0.0 0.0 0.0 0.109
H -1.322576 4.795611 -1.393920 0.0 0.0 0.0 0.094
H 0.933565 4.411104 -1.534684 0.0 0.0 0.0 0.036
H 1.292872 3.035988 -2.574590 0.0 0.0 0.0 0.041
H 2.043322 3.148412 -0.986623 0.0 0.0 0.0 -0.018
H -0.474952 3.896752 1.107706 0.0 0.0 0.0 0.025
H -0.984141 2.269829 1.551625 0.0 0.0 -0.1 -0.025
H -2.064785 3.314773 0.623004 0.0 0.0 0.0 0.038